{
  "formula": "C45H47BBrN11O7PbS2",
  "method": "wB97M-V/def2-TZVPD",
  "symbols": ["Pb", "O", "C", "C", "C", "C", "C", "C", "C", "O", "N", "N", "C", "C", "Br", "C", "C", "C", "C", "C", "C", "C", "H", "H", "H", "H", "H", "H", "H", "H", "H", "H", "H", "H", "H", "H", "C", "C", "N", "N", "C", "B", "N", "C", "C", "C", "N", "N", "C", "C", "C", "N", "H", "H", "H", "H", "H", "H", "H", "H", "H", "H", "C", "C", "S", "O", "O", "C", "C", "N", "C", "N", "C", "C", "N", "O", "O", "C", "H", "H", "H", "H", "H", "H", "H", "H", "H", "H", "H", "H", "H", "O", "S", "C", "C", "C", "C", "C", "C", "C", "C", "C", "C", "C", "C", "H", "H", "H", "H", "H", "H", "H", "H", "H", "H"],
  "xyz": [[1.501, 0.615, 0.089], [-4.027, -0.078, 0.844], [-3.991, 1.154, 0.321], [-5.104, 1.627, -0.378], [-5.111, 2.904, -0.910], [-4.011, 3.740, -0.756], [-2.897, 3.267, -0.076], [-2.858, 1.982, 0.455], [-1.601, 1.418, 1.119], [-1.787, 0.324, 1.878], [-0.942, 2.520, 1.887], [0.276, 2.154, 2.301], [0.669, 2.509, 3.467], [1.937, 2.125, 4.070], [2.835, 0.649, 3.268], [2.453, 2.619, 5.197], [1.940, 3.801, 5.919], [1.839, 3.768, 7.310], [1.333, 4.852, 8.010], [0.935, 5.996, 7.333], [1.064, 6.056, 5.951], [1.568, 4.970, 5.252], [-3.148, -0.144, 1.377], [-5.960, 0.971, -0.477], [-5.989, 3.256, -1.440], [-4.022, 4.746, -1.157], [-2.030, 3.907, 0.054], [-0.869, 1.248, 0.286], [-1.547, 2.877, 2.625], [0.005, 3.092, 4.107], [3.305, 2.111, 5.635], [2.144, 2.876, 7.845], [1.246, 4.805, 9.088], [0.532, 6.841, 7.877], [0.774, 6.950, 5.414], [1.695, 5.029, 4.177], [0.242, 3.221, -3.568], [-0.021, 2.550, -2.371], [1.091, 1.991, -1.904], [2.085, 2.291, -2.770], [1.593, 3.031, -3.779], [3.554, 1.870, -2.554], [3.696, 0.329, -2.543], [4.475, -0.416, -3.342], [4.372, -1.734, -2.945], [3.487, -1.697, -1.864], [3.075, -0.453, -1.632], [4.051, 2.428, -1.199], [5.145, 3.170, -0.975], [5.155, 3.552, 0.352], [3.994, 2.986, 0.880], [3.332, 2.312, -0.059], [-0.450, 3.773, -4.180], [-0.959, 2.431, -1.846], [2.238, 3.368, -4.573], [4.228, 2.313, -3.443], [5.051, 0.043, -4.129], [4.869, -2.595, -3.360], [3.157, -2.516, -1.246], [5.844, 3.374, -1.770], [5.887, 4.157, 0.858], [3.605, 3.048, 1.884], [-3.417, -1.754, -6.928], [-3.722, -2.977, -6.071], [-2.864, -2.955, -4.499], [-3.509, -3.886, -3.610], [-2.715, -1.577, -4.087], [-1.243, -3.572, -4.933], [-0.362, -3.943, -3.735], [-0.362, -3.039, -2.591], [-0.174, -1.662, -2.595], [-0.413, -0.919, -1.559], [-0.961, -1.578, -0.335], [-0.908, -3.392, -1.311], [-1.671, -4.664, -0.935], [-1.738, -5.684, -1.770], [-2.660, -4.184, 0.906], [0.372, -1.056, -3.852], [-4.075, -1.735, -7.797], [-2.386, -1.764, -7.287], [-3.568, -0.844, -6.353], [-3.447, -3.913, -6.558], [-4.772, -3.028, -5.779], [-0.811, -2.797, -5.567], [-1.404, -4.478, -5.520], [0.657, -4.075, -4.106], [-0.716, -4.892, -3.333], [-1.154, -0.861, 0.464], [1.052, -1.739, -4.363], [0.899, -0.142, -3.600], [-0.459, -0.799, -4.510], [2.243, -1.810, 1.322], [1.786, -3.109, 1.917], [0.910, -2.670, 3.407], [1.172, -3.400, 4.555], [0.482, -3.085, 5.721], [-0.444, -2.051, 5.715], [-0.683, -1.318, 4.555], [-0.007, -1.624, 3.389], [0.292, -3.597, 1.000], [0.007, -2.793, -0.205], [-2.077, -2.478, -0.918], [-2.817, -3.726, -0.417], [-1.571, -5.048, 0.559], [-0.339, -4.719, 1.308], [1.908, -4.196, 4.541], [0.677, -3.640, 6.629], [-0.987, -1.815, 6.620], [-1.402, -0.509, 4.551], [-0.196, -1.050, 2.487], [0.975, -2.494, -0.597], [-2.654, -1.985, -1.696], [-3.809, -3.875, -0.835], [-1.850, -6.097, 0.593], [-0.037, -5.361, 2.129]],
  "mulliken_charge": [1.995, -0.804, 0.416, -0.693, -0.439, -0.903, -0.382, -0.370, 2.198, -0.987, -0.280, 0.472, -0.946, 0.337, -0.122, -0.883, 0.299, -0.452, -0.492, -0.409, -0.662, -0.161, 0.317, 0.458, 0.393, 0.422, 0.403, -1.249, 0.408, 0.549, 0.448, 0.419, 0.375, 0.382, 0.386, 0.476, -1.517, -0.714, 0.996, -0.171, -0.145, -0.512, -0.163, -0.166, -1.408, -0.750, 0.761, 0.082, -0.196, -1.309, -0.375, 0.432, 0.459, 0.596, 0.479, -0.132, 0.481, 0.464, 0.528, 0.469, 0.417, 0.445, -1.068, -0.557, 1.220, -0.685, -0.596, -0.933, -1.282, 0.814, 0.037, 0.296, 0.786, -1.179, 1.244, -0.915, -0.536, -1.246, 0.409, 0.276, 0.282, 0.392, 0.417, 0.470, 0.654, 0.442, 0.525, 0.861, 0.415, -0.261, 0.124, -0.369, -0.417, 0.562, -0.411, -0.579, -0.749, -0.877, 0.358, -0.113, 0.893, -0.687, -0.295, 0.082, -1.100, 0.454, 0.397, 0.423, 0.510, 0.090, -0.499, 0.415, 0.493, 0.636, 0.405],
  "homo_energy_ev": -7.293,
  "lumo_energy_ev": 0.2,
  "total_charge": 0,
  "de_lowest_kj_mol": 352.39,
  "e_tot_ha": -6459.89862
}